# 1
Below is a 10-piece molecular cluster, C64H152B2F8N8O4 overall, with properties calculated with wB97M-V/def2-TZVPD.

The geometry in XYZ format:
```
238
C64H152B2F8N8O4 | the OMol25 dataset | wB97M-V/def2-TZVPD
C -5.85500 3.07536 0.34232
C -5.11439 4.02385 1.29177
N -3.89206 4.68334 0.69141
C -2.79957 3.69559 0.42450
C -4.29103 5.30871 -0.62808
C -3.19173 6.24000 -1.21170
C -3.34087 5.62772 1.78227
C -4.26638 6.71833 2.25071
O -4.59935 7.52434 1.15373
C -5.35881 8.69985 1.42215
H -5.29503 2.21119 -0.01662
H -6.37894 3.62063 -0.44088
H -6.69572 2.56266 0.82053
H -4.87312 3.50673 2.22167
H -5.83627 4.77940 1.59603
H -2.56412 3.18010 1.35444
H -1.96530 4.33848 0.14266
H -2.97444 2.99939 -0.38984
H -5.22378 5.83850 -0.46512
H -4.47300 4.49745 -1.33136
H -2.97881 7.02363 -0.48389
H -3.62461 6.87516 -1.98569
H -2.30421 5.72118 -1.56103
H -2.51297 6.10732 1.26368
H -3.01369 5.02760 2.62788
H -3.77111 7.30853 3.03338
H -5.17478 6.35780 2.74755
H -6.38539 8.58044 1.77665
H -5.29634 9.23786 0.48086
H -4.85371 9.23509 2.23494
C -3.43380 -1.00701 -6.41569
C -3.42560 0.50496 -6.52706
N -2.52225 1.05107 -7.65025
C -1.08292 0.84137 -7.23891
C -2.73335 0.20977 -8.92141
C -1.78664 0.59116 -10.05257
C -2.75784 2.52604 -7.84879
C -2.33337 3.44326 -6.69143
O -3.51435 3.57110 -5.91288
C -3.30427 4.26024 -4.68730
H -4.04018 -1.48024 -7.18641
H -3.93778 -1.28426 -5.48746
H -2.44215 -1.45898 -6.35004
H -3.15750 1.06113 -5.63107
H -4.43257 0.85183 -6.76246
H -1.01073 0.99329 -6.16102
H -0.48396 1.67012 -7.61297
H -0.72759 -0.13421 -7.54911
H -3.75106 0.48463 -9.19636
H -2.60761 -0.83728 -8.67759
H -0.72423 0.43503 -9.85963
H -1.92070 1.57882 -10.49242
H -1.94859 -0.06568 -10.91129
H -3.82313 2.59441 -8.06147
H -2.24072 2.85889 -8.74817
H -2.06327 4.42356 -7.09618
H -1.53702 3.10913 -6.01814
H -2.68810 3.67368 -3.99834
H -4.29022 4.23060 -4.21686
H -3.05965 5.30522 -4.88415
C -0.10151 4.01558 6.90398
C 1.16210 3.92429 7.78211
N 2.24831 3.02864 7.14475
C 2.76163 3.73126 5.91458
C 3.41737 2.94237 8.15993
C 3.20670 2.09188 9.40777
C 1.64647 1.70560 6.71124
C 2.66583 0.57186 6.52225
O 3.79822 0.93634 5.75957
C 4.80674 -0.07533 5.78245
H 0.03871 4.59181 5.99131
H -0.88819 4.57891 7.41002
H -0.55040 3.04162 6.71623
H 0.97611 3.60551 8.80336
H 1.62639 4.90879 7.78721
H 3.51818 3.14403 5.40447
H 3.16797 4.69865 6.20311
H 1.89295 3.89172 5.28305
H 3.54859 3.98858 8.42982
H 4.23684 2.58735 7.54020
H 3.69215 1.12399 9.29589
H 2.13555 1.98908 9.59248
H 3.64301 2.52736 10.30466
H 1.13722 1.90309 5.76939
H 0.88705 1.39599 7.42654
H 2.19168 -0.26170 5.99434
H 3.02994 0.30525 7.51814
H 5.37171 -0.04037 6.71570
H 5.54086 0.21548 5.03083
H 4.37840 -1.04483 5.52429
C 6.48829 -6.69544 3.05026
C 6.24003 -5.17625 3.01866
N 5.19104 -4.73109 1.98351
C 3.90163 -5.47969 2.24867
C 4.90595 -3.26128 2.30486
C 6.01160 -2.28946 1.91875
C 5.72866 -5.01121 0.58478
C 4.95543 -4.40976 -0.58489
O 3.57507 -4.75666 -0.54909
C 2.88025 -4.16056 -1.64759
H 6.72526 -7.03634 2.04414
H 5.63831 -7.26046 3.42850
H 7.34061 -6.95992 3.67332
H 7.15383 -4.72324 2.63560
H 5.98642 -4.71781 3.97012
H 4.05498 -6.52344 1.99349
H 3.07284 -5.07780 1.67028
H 3.63723 -5.38063 3.30101
H 4.58858 -3.12593 3.33750
H 3.98198 -3.14168 1.72982
H 6.14399 -2.21952 0.83861
H 6.95667 -2.61521 2.35149
H 5.84541 -1.25353 2.21415
H 5.75954 -6.09464 0.51583
H 6.73563 -4.59802 0.58019
H 5.33423 -4.76965 -1.54308
H 5.04014 -3.31907 -0.52379
H 3.20043 -3.12875 -1.82317
H 1.82007 -4.17394 -1.38583
H 2.94039 -4.75591 -2.56026
C 1.11245 3.71173 -3.50907
C 2.49648 3.09353 -3.56351
C 3.14094 3.17888 -4.96248
N 4.50144 2.45438 -5.07468
C 4.26158 0.98699 -4.96151
C 5.20881 2.71802 -6.44058
C 6.70630 2.73987 -6.10223
C 6.85418 2.51946 -4.59220
C 5.48181 2.98914 -4.07437
H 0.34583 3.18468 -4.08045
H 1.11201 4.78539 -3.69974
H 0.68917 3.64162 -2.50153
H 2.35713 2.10910 -3.11090
H 3.10633 3.65184 -2.85155
H 3.42574 4.21637 -5.14755
H 2.57988 2.91173 -5.85667
H 3.85943 0.89194 -3.95517
H 5.18729 0.42676 -5.07164
H 3.56462 0.62807 -5.71405
H 4.98884 1.90206 -7.12125
H 4.92096 3.69257 -6.82699
H 7.23652 1.92522 -6.59062
H 7.21601 3.69051 -6.24097
H 7.02334 1.48441 -4.29371
H 7.63254 3.11753 -4.12401
H 5.32703 2.65680 -3.04892
H 5.47286 4.07874 -4.07236
C -2.28188 0.52750 4.90386
C -2.31601 -0.83090 5.58054
C -1.12290 -0.92869 6.53121
N -1.14253 -2.08744 7.46705
C -1.25557 -3.37841 6.66715
C -2.20800 -2.06457 8.57546
C -1.66347 -3.06996 9.59595
C -0.19550 -3.35080 9.27328
C 0.13928 -2.21251 8.33030
H -2.41070 1.41682 5.52423
H -2.95410 0.55300 4.04719
H -1.28011 0.77089 4.51261
H -2.26182 -1.65832 4.87610
H -3.27495 -0.89104 6.09858
H -0.92705 -0.06290 7.17113
H -0.21747 -0.92278 5.91469
H -2.25519 -3.37438 6.23643
H -1.18342 -4.28552 7.25505
H -0.51825 -3.33075 5.86985
H -3.11502 -2.43357 8.10238
H -2.33424 -1.09241 9.04341
H -2.30003 -3.92080 9.82896
H -1.59529 -2.58970 10.57595
H 0.00820 -4.34513 8.88233
H 0.48848 -3.22226 10.11307
H 0.98928 -2.38276 7.67025
H 0.24023 -1.26658 8.86282
C -3.08942 -6.14620 -7.38649
C -3.75398 -5.80609 -6.02186
C -2.80977 -5.01275 -5.16593
N -3.38284 -4.65612 -3.78917
C -3.42872 -5.93829 -2.94770
C -4.76240 -4.01819 -3.95500
C -4.96236 -3.01517 -2.80855
C -3.56564 -2.93948 -2.11372
C -2.56954 -3.59372 -3.08652
H -2.77101 -5.20822 -7.83896
H -3.73753 -6.82079 -7.93841
H -2.18623 -6.74411 -7.22994
H -4.09639 -6.75269 -5.60333
H -4.64893 -5.30425 -6.39454
H -2.64900 -4.03258 -5.61981
H -1.85558 -5.50316 -4.97927
H -2.38340 -6.14840 -2.75100
H -3.96628 -6.71035 -3.48843
H -4.04864 -5.68669 -2.09036
H -5.48108 -4.82580 -4.07757
H -4.68508 -3.55273 -4.93700
H -5.73355 -3.37963 -2.13872
H -5.20946 -2.09360 -3.32970
H -3.62489 -3.52940 -1.20057
H -3.22634 -1.92295 -1.93646
H -1.71305 -4.10254 -2.65222
H -2.36269 -2.78810 -3.79272
C 0.31011 -0.48352 -3.50436
C 0.06320 -0.77857 -1.99507
C 1.09914 -0.11200 -1.06922
N 0.76051 -0.41745 0.36517
C -0.58026 0.20794 0.73703
C 0.79545 -1.92773 0.62552
C 0.89644 -2.01825 2.12897
C 1.79065 -0.85386 2.55955
C 1.88177 0.05149 1.33069
H -0.37078 -1.06549 -4.12183
H 1.34191 -0.81253 -3.65327
H 0.14789 0.56782 -3.74041
H 0.10574 -1.84436 -1.76314
H -0.96457 -0.41830 -1.91238
H 0.98344 0.95714 -1.27331
H 2.16114 -0.32713 -1.18166
H -0.66968 0.22650 1.82127
H -1.32540 -0.45759 0.30874
H -0.63693 1.21910 0.34489
H -0.13038 -2.38380 0.27876
H 1.70882 -2.38434 0.24539
H -0.09834 -1.93803 2.56689
H 1.35975 -2.91968 2.52528
H 1.36042 -0.35100 3.42681
H 2.82429 -1.11821 2.78107
H 1.75068 1.11610 1.51129
H 2.81495 -0.18394 0.82255
B -3.46711 1.06881 -2.31169
F -3.71033 0.11377 -3.34789
F -4.50962 2.03103 -2.42440
F -3.56493 0.46680 -1.06196
F -2.22762 1.64139 -2.57651
B -0.87556 -5.06719 0.22577
F -1.69417 -6.10203 -0.26657
F -1.36461 -4.52987 1.41404
F 0.40951 -5.57500 0.46992
F -0.86853 -4.10321 -0.83614
```

Its largest force on an atom is 0.0517 Eh/bohr. For the HOMO energy, the calculation gives -0.7065 hartree. As for the net charge: +6. The calculation puts the frontier orbital gap at 0.310 Eh.

***

# 2
Below is an isolated molecule of CH7NOSi2, with properties calculated with wB97M-V/def2-TZVPD.

The geometry in XYZ format:
```
12
CH7NOSi2 | the OMol25 dataset | wB97M-V/def2-TZVPD
O 2.53313 -0.62261 -1.53052
C 2.03392 0.21430 -0.88807
N 0.44090 0.02798 -0.33942
Si -0.21576 1.17755 0.79900
Si -0.43901 -1.43688 -0.81394
H 2.44844 1.11010 -0.65379
H 0.48948 1.30356 2.05316
H -0.25292 2.48207 0.31792
H -1.46723 0.57668 0.85521
H -0.22605 -2.40748 0.35194
H -1.65491 -0.99706 -1.28772
H 0.31729 -2.30233 -1.67688
```

Its largest force on an atom is 0.1293 Eh/bohr. For the HOMO energy, the calculation gives -0.3550 hartree. Its structure (SMILES) is O=CN([SiH3])[SiH3]. The calculation puts the frontier orbital gap at 0.385 Eh. The value obtained for the energy relative to the best compared isomer or geometry (same formula, charge and spin) is 105.1 kJ/mol.

***

# 3
Below is C23H24AuN5O6Se as an isolated structure, with properties calculated with wB97M-V/def2-TZVPD.

The geometry in XYZ format:
```
60
C23H24AuN5O6Se | the OMol25 dataset | wB97M-V/def2-TZVPD
Au -0.50130 -0.11550 0.22219
C -4.74811 -0.35913 0.26184
C -3.51845 -0.05915 -0.61591
C -3.67432 -0.81808 -1.95052
C -2.34544 -0.64209 0.11418
C -3.36550 1.43322 -0.90987
C -4.25602 2.39267 -0.43810
C -4.09639 3.73957 -0.74841
C -3.03765 4.15326 -1.53887
C -2.13578 3.20820 -2.01375
C -2.30259 1.86916 -1.70448
H -4.86747 -1.43715 0.36543
H -5.65524 0.04314 -0.19180
H -4.64321 0.06252 1.26370
H -3.89776 -1.87020 -1.76753
H -2.76089 -0.76507 -2.54453
H -4.48382 -0.37904 -2.53504
H -2.58198 -1.68481 0.35922
H -5.09771 2.09852 0.17405
H -4.81358 4.46294 -0.37588
H -2.91403 5.20016 -1.78628
H -1.30235 3.51294 -2.63422
H -1.58798 1.15139 -2.08982
N 2.14821 0.31001 -1.25312
C 1.06396 -0.31818 -1.16594
H 2.65197 0.06913 -2.11074
O 0.74118 -1.09878 -2.35479
C 0.06664 -2.24238 -2.24985
O -0.06890 -2.89917 -1.25047
C -0.53871 -2.64904 -3.56607
C -0.47913 -1.83026 -4.68547
C -1.09865 -2.24896 -5.84873
C -1.77613 -3.44765 -5.94509
C -1.81321 -4.23373 -4.80954
C -1.21182 -3.86284 -3.62284
N -2.53707 -5.52021 -4.87262
O -2.54998 -6.19992 -3.86961
O -3.02788 -5.82955 -5.93736
N -1.04343 -1.37502 -7.03779
O -0.49233 -0.30153 -6.91344
O -1.60862 -1.75969 -8.03868
H 0.04032 -0.88472 -4.65784
H -2.25625 -3.75488 -6.86095
H -1.26442 -4.49769 -2.75019
C -1.78497 2.77819 2.25850
N -0.69784 3.35393 1.48461
C -0.72424 4.55928 0.81860
C 0.48095 4.71201 0.23048
N 1.22658 3.59404 0.53503
C 2.60128 3.34351 0.12342
C 0.49916 2.76064 1.30122
Se 1.05623 1.12031 1.98001
H -2.63698 3.44809 2.19213
H -1.47162 2.65978 3.29459
H -2.04224 1.80155 1.85025
H -1.59399 5.18911 0.81390
H 0.86778 5.50711 -0.38020
H 2.84335 4.03819 -0.67765
H 2.67150 2.31671 -0.23183
H 3.27608 3.50088 0.96357
```

Its largest force on an atom is 0.0097 Eh/bohr. For the HOMO energy, the calculation gives -0.2850 hartree. The calculation puts the frontier orbital gap at 0.248 Eh. The value obtained for the energy relative to the best compared isomer or geometry (same formula, charge and spin) is 0.0 kJ/mol.

***

# 4
Below is C18H32F18N2O8P3Zr as an isolated structure, with properties calculated with wB97M-V/def2-TZVPD.

The geometry in XYZ format:
```
82
C18H32F18N2O8P3Zr | the OMol25 dataset | wB97M-V/def2-TZVPD
Zr -0.45596 0.20749 -0.07292
P 0.61510 -0.24987 -5.20770
F 2.23264 -0.31518 -4.99532
F 0.26327 -1.41588 -4.09297
F 0.37697 0.76113 -3.93801
F -1.00966 -0.31617 -5.50463
F 0.89715 1.12273 -6.07255
F 0.72357 -1.20582 -6.45275
P -4.03566 0.56879 0.83945
F -3.92251 -0.33034 -0.44149
F -5.66095 0.14493 0.99527
F -3.52238 -0.69046 1.75789
F -4.09007 1.43540 2.16334
F -2.41315 0.89118 0.84309
F -4.23882 1.81159 -0.10165
P 4.29700 0.70940 1.79607
F 4.76730 -0.48982 0.81899
F 5.89496 1.17451 1.94038
F 4.12175 1.69880 0.52563
F 3.86290 1.96159 2.72485
F 2.73194 0.36627 1.48300
F 4.30619 -0.25534 3.01439
C 3.18143 0.82239 -2.29931
C 4.15426 -0.05222 -2.54612
C 4.09329 -1.43772 -1.96781
O 5.07304 -2.21917 -2.21767
C 3.03415 -1.92441 -1.27082
C 1.94347 -1.03920 -1.08879
C 2.03827 0.46759 -1.61305
O 0.99782 1.05869 -1.26269
O 0.89131 -1.27406 -0.49399
O 5.05386 0.39366 -3.40922
H 2.99398 1.77126 -2.77984
H 2.86491 -2.96115 -1.01997
C -1.61433 3.55749 0.18912
O -1.24021 2.37340 -0.63306
C -1.55168 2.58042 -2.05639
C -2.05961 1.26177 -2.62058
N -1.30418 0.05532 -2.10779
C -2.16991 -0.97577 -2.53571
C -1.87756 -2.15093 -1.66842
O -1.62257 -1.72331 -0.27324
C -1.81176 -2.89958 0.64561
H -0.92276 4.37435 -0.01718
H -1.42885 3.33022 1.23890
H -2.61036 3.95554 -0.00474
H -0.71111 2.95597 -2.63993
H -2.42684 3.22175 -2.16073
H -1.90651 1.15701 -3.69468
H -3.11557 1.37462 -2.37501
H -0.65326 0.05478 -2.88006
H -1.82698 -1.26191 -3.53001
H -3.21695 -0.75827 -2.74668
H -1.04658 -2.65905 -2.15769
H -2.68582 -2.87952 -1.73159
H -0.94723 -3.56063 0.58475
H -2.71725 -3.43896 0.36766
H -1.97290 -2.51070 1.65105
C -1.50150 -3.20519 4.99466
O -1.23769 -2.38274 3.84235
C 0.17491 -2.21866 3.67904
C 0.63755 -1.45415 2.43051
N -0.43358 -0.56746 1.97422
C -0.48845 0.61465 2.89134
C 0.45334 1.69410 2.62003
O 0.55661 1.80704 1.16995
C 1.25678 3.00868 0.83011
H -0.82429 -3.00247 5.82436
H -1.41125 -4.27092 4.78444
H -2.49715 -3.12467 5.43088
H 0.73620 -3.15227 3.71665
H 0.58271 -1.67676 4.53235
H 1.01236 -2.18958 1.71864
H 1.50407 -0.85183 2.70335
H -1.09331 -0.99275 2.60982
H -0.50063 0.30625 3.93673
H -1.49033 1.04393 2.88322
H 1.41164 1.46810 3.08767
H 0.15740 2.60829 3.13460
H 2.32056 2.93457 1.05591
H 0.84856 3.77150 1.49310
H 1.20486 3.20761 -0.24032
```

Its largest force on an atom is 0.1526 Eh/bohr. For the HOMO energy, the calculation gives -0.1851 hartree. As for the net charge: -1. The calculation puts the frontier orbital gap at 0.241 Eh. The value obtained for the energy relative to the best compared isomer or geometry (same formula, charge and spin) is 0.0 kJ/mol.

***

# 5
Below is C14H13BrN2O4RuS2 as an isolated structure, with properties calculated with wB97M-V/def2-TZVPD.

The geometry in XYZ format:
```
37
C14H13BrN2O4RuS2 | the OMol25 dataset | wB97M-V/def2-TZVPD
Ru -0.87528 0.09818 1.16310
S -1.73841 2.16121 1.52401
C -3.34657 1.57591 1.31872
S -3.13300 -0.12635 1.13072
C -4.52299 2.29554 1.30834
C -4.50960 3.70381 1.48709
N -4.48780 4.84736 1.63585
C -5.77082 1.63864 1.14404
N -6.77958 1.09582 1.01021
C 3.41144 -1.37317 1.93921
C 2.36721 -0.93405 0.93389
O 1.05354 -1.31490 1.34739
H 4.41481 -1.18960 1.55161
H 3.31237 -2.43859 2.15182
H 3.30685 -0.82291 2.87663
H 2.53041 -1.42137 -0.02876
H 2.40317 0.14492 0.76470
H 0.92140 -1.11694 2.29573
Br 1.04666 -3.37542 -5.32852
C 1.34436 -1.75109 -4.38617
C 2.28990 -0.85992 -4.86713
C 2.50818 0.32400 -4.17652
C 1.79352 0.60331 -3.02197
C 0.84821 -0.30137 -2.55608
C 0.61548 -1.48796 -3.24152
C 0.08491 -0.01126 -1.29453
O -0.83628 -0.78681 -0.94357
O 0.40683 0.98489 -0.59917
H 2.84356 -1.08951 -5.76712
H 3.24201 1.02871 -4.54630
H 1.95053 1.51670 -2.46475
H -0.12838 -2.17699 -2.86697
C -1.34658 0.12790 4.13853
O -0.52869 -0.21612 3.05150
H -1.29927 1.20179 4.34927
H -1.00016 -0.42040 5.02053
H -2.39193 -0.13399 3.94621
```

Its largest force on an atom is 0.0137 Eh/bohr. For the HOMO energy (spin up / spin down), the calculation gives -0.1767 / -0.1700 hartree. As for the net charge: -1. As for the spin multiplicity: 2. The calculation puts the frontier orbital gap (spin up / spin down) at 0.262 / 0.256 Eh. The value obtained for the energy relative to the best compared isomer or geometry (same formula, charge and spin) is 54.1 kJ/mol.

***

# 6
Below is an isolated molecule of C5H4N2, with properties calculated with wB97M-V/def2-TZVPD.

The geometry in XYZ format:
```
11
C5H4N2 | the OMol25 dataset | wB97M-V/def2-TZVPD
H 0.45056 -0.91354 2.89907
N 0.71253 -0.79801 1.92282
C -0.18366 -0.15273 1.28781
C -0.02427 0.13889 -0.15207
C 1.15022 -0.21053 -0.67447
N 2.28216 -0.46020 -1.02452
C -1.07092 0.72190 -0.93374
C -1.96161 1.21670 -1.57784
H -1.11659 0.21763 1.72667
H 2.49789 -1.41691 -1.29767
H -2.74368 1.65961 -2.15561
```

Its largest force on an atom is 0.0147 Eh/bohr. For the HOMO energy, the calculation gives -0.3166 hartree. Its structure (SMILES) is [H]/N=C/C(=C=N)C#C. The calculation puts the frontier orbital gap at 0.344 Eh. The value obtained for the energy relative to the best compared isomer or geometry (same formula, charge and spin) is 298.2 kJ/mol.